{
  "formula": "C6H42N2O13",
  "method": "ωB97M-V/def2-TZVPD",
  "total_energy_ha": -1341.400035,
  "charge": 0,
  "homo_lumo_gap_ev": 8.92,
  "elements": ["O", "O", "O", "O", "O", "O", "O", "O", "O", "O", "O", "O", "O", "N", "N", "C", "C", "C", "C", "C", "C", "H", "H", "H", "H", "H", "H", "H", "H", "H", "H", "H", "H", "H", "H", "H", "H", "H", "H", "H", "H", "H", "H", "H", "H", "H", "H", "H", "H", "H", "H", "H", "H", "H", "H", "H", "H", "H", "H", "H", "H", "H", "H"],
  "coordinates": [[-1.00432, -3.39642, 2.26991], [2.43756, 1.41375, -2.88509], [1.05524, 3.24626, 2.58004], [1.26693, -4.70312, -0.28613], [-1.26941, -1.14296, 4.55012], [0.95882, -1.66234, 2.75595], [-1.75157, 3.29946, 2.54757], [1.48020, 3.97160, -2.71486], [-1.03687, 3.22367, -2.34224], [-0.28577, 1.19962, -3.87102], [-0.64106, -3.62513, -2.19401], [-0.05317, -1.65570, -3.98937], [-3.18179, -1.94323, 1.32812], [1.23594, -0.02884, 0.32111], [-2.29340, 0.88885, 0.90217], [-0.02701, 0.60782, -0.09262], [-1.18053, -0.08964, 0.66154], [2.39787, 0.86939, 0.45338], [3.07884, 0.70285, 1.78773], [-3.21194, 0.93083, -0.29170], [1.53673, -1.23040, -0.45040], [2.34479, 0.77869, 2.59853], [3.84309, 1.43755, 2.02560], [-0.08477, -1.40856, -3.05581], [-0.00094, 1.64774, 0.21858], [-1.53129, -0.48770, 3.89321], [-2.14100, 2.51792, 2.95709], [0.06850, -4.23660, -2.43072], [-0.24973, 0.44289, -1.15381], [3.07541, 0.64932, -0.37002], [2.40276, -1.70397, 0.01956], [1.77859, -0.97673, -1.48620], [-1.58782, -0.87582, 0.03205], [-2.80642, 0.55666, 1.70568], [1.32319, -4.29672, 0.58639], [2.11272, 1.89629, 0.22417], [0.26058, 3.75550, 2.78044], [2.21684, 2.35633, -3.04107], [-0.90088, -0.37326, 1.66952], [0.74400, -1.95821, -0.27757], [-0.43060, 0.46266, -4.47708], [-2.64830, 0.60337, -1.15847], [0.65732, -2.30066, -4.06388], [-2.33448, -2.42386, 1.42055], [-3.88110, -2.56660, 1.53786], [1.16230, -1.10434, 3.51662], [0.50347, 3.85021, -2.68323], [-0.29290, -2.75446, 2.52016], [-1.94357, 3.09876, 1.62021], [3.41034, -0.32238, 1.95754], [1.12961, 3.12192, 1.63104], [-0.59757, -4.20424, 1.93832], [-3.48115, 1.98962, -0.34415], [0.60992, 1.04575, -3.51056], [0.98154, -1.02216, 2.00708], [-1.55461, 2.81537, -1.63980], [3.20194, 1.12077, -3.38348], [-0.90638, 2.48651, -2.98757], [-1.35838, -1.95888, 4.03071], [-4.15641, 0.40431, -0.16454], [-0.86974, -3.19656, -3.03692], [0.68251, -4.12041, -0.78335], [1.73735, 4.37765, -1.88282]],
  "forces_ev_per_a": [[-0.019, 0.235, 0.015], [-0.563, -0.504, 0.244], [0.725, -0.056, 0.388], [0.028, -0.011, 0.119], [-0.197, -0.191, -0.448], [0.347, 0.385, -0.283], [-0.504, 0.091, -0.099], [0.061, -0.034, -0.396], [-0.424, -0.452, -0.290], [0.342, -0.368, 0.001], [0.151, -0.178, -0.179], [-0.167, 0.071, -0.202], [0.018, 0.152, -0.082], [-0.168, 0.292, 0.047], [0.092, -0.688, -1.249], [-0.048, -1.337, 1.164], [-1.089, 1.954, -0.058], [0.070, -0.287, -0.807], [-0.768, -0.324, 1.140], [0.377, 1.233, 1.631], [0.417, 0.211, 1.212], [-0.143, 0.552, -0.193], [0.249, -0.107, -0.300], [0.200, 0.024, -0.026], [-0.088, 0.136, -0.326], [0.004, 0.175, 0.213], [0.210, 0.159, 0.213], [-0.276, -0.164, -0.195], [0.425, 0.644, -0.214], [0.343, -0.073, -0.059], [0.201, 0.053, -0.267], [-0.248, -0.311, -0.267], [0.263, -0.629, 0.416], [-0.261, -0.253, -0.125], [0.142, -0.014, -0.106], [-0.201, 0.096, 0.353], [-0.195, -0.303, -0.432], [0.403, 0.111, 0.062], [0.425, -0.545, -0.214], [-0.282, 0.113, -0.659], [-0.081, 0.076, 0.052], [-0.255, 0.018, -0.266], [0.163, 0.177, 0.006], [-0.481, -0.187, 0.187], [0.131, -0.145, 0.075], [-0.223, -0.279, 0.205], [0.449, 0.158, 0.455], [0.118, -0.472, -0.204], [0.201, -0.054, 0.024], [0.595, 0.009, -0.468], [-0.344, 0.225, 0.070], [0.018, 0.144, 0.123], [-0.137, -0.039, -0.756], [0.006, 0.138, -0.142], [0.182, -0.069, -0.188], [0.077, 0.194, 0.073], [0.024, 0.404, -0.206], [-0.211, 0.302, 0.216], [-0.011, 0.021, 0.424], [0.247, -0.496, -0.047], [-0.085, -0.121, 0.315], [-0.117, 0.134, 0.317], [-0.122, 0.003, -0.006]]
}